a.
15 unconnected molecules or ions with the total composition C4H28BO22, computed with wB97M-V/def2-TZVPD.

- Kohn-Sham gap (Ha) = 0.375

Structure (ORCA input):
```
! RIJCOSX wB97M-V def2-TZVPD def2/J DEFGRID3
* xyz -1 1
O -11.51 12.86 -12.27
C -10.72 12.01 -12.58
O -9.42 12.11 -12.61
B -8.81 10.90 -13.16
O -9.99 9.96 -13.29
C -11.08 10.52 -12.83
O -12.12 9.96 -12.63
O -7.80 10.33 -12.26
C -6.78 9.96 -12.94
O -5.83 9.30 -12.58
C -6.99 10.39 -14.43
O -8.19 10.97 -14.48
O -6.17 10.33 -15.28
O -3.94 7.85 -11.09
H -4.27 8.03 -10.21
H -4.41 8.48 -11.66
O -8.52 14.04 -10.34
H -9.32 13.57 -10.02
H -8.68 14.15 -11.28
O -13.74 15.79 -11.03
H -13.92 15.05 -10.44
H -13.70 15.38 -11.91
O -7.53 7.66 -17.34
H -8.25 7.27 -17.84
H -7.96 8.19 -16.65
O -10.90 13.09 -9.09
H -11.33 12.50 -9.72
H -10.37 12.52 -8.52
O -4.66 12.50 -16.39
H -5.19 11.71 -16.22
H -4.70 13.00 -15.57
O -10.38 10.38 -17.10
H -9.98 10.15 -17.94
H -10.17 9.63 -16.51
O -9.71 8.01 -15.45
H -9.86 8.46 -14.60
H -10.20 7.18 -15.37
O -14.42 11.28 -14.06
H -14.17 11.11 -14.97
H -13.88 10.67 -13.53
O -13.09 6.72 -12.68
H -13.78 6.98 -13.30
H -12.61 7.53 -12.49
O -9.11 13.72 -17.19
H -8.91 13.16 -16.44
H -10.06 13.66 -17.30
O -4.91 6.78 -15.99
H -5.84 6.67 -16.20
H -4.86 7.64 -15.54
O -14.33 14.19 -13.42
H -14.58 13.29 -13.65
H -13.51 14.34 -13.90
O -3.19 8.75 -14.75
H -3.06 7.86 -14.40
H -3.60 9.25 -14.03
*
```


b.
15 unconnected molecules or ions with the total composition C4H28BO22, computed with wB97M-V/def2-TZVPD.

- Kohn-Sham gap (Ha) = 0.344

Structure (ORCA input):
```
! RIJCOSX wB97M-V def2-TZVPD def2/J DEFGRID3
* xyz -1 1
O -6.96 -6.19 14.16
C -6.34 -5.13 13.97
O -5.36 -4.66 14.64
B -4.84 -3.39 14.15
O -5.72 -3.08 13.03
C -6.41 -4.22 12.74
O -7.15 -4.47 11.74
O -3.40 -3.48 13.65
C -2.70 -2.58 14.33
O -1.50 -2.34 14.21
C -3.52 -1.96 15.47
O -4.77 -2.32 15.17
O -3.09 -1.23 16.41
O -12.38 -1.91 8.78
H -13.33 -1.96 8.74
H -12.16 -2.11 9.69
O -11.80 -8.85 19.32
H -12.35 -8.07 19.21
H -11.49 -9.05 18.44
O -10.95 -11.67 15.29
H -10.47 -12.41 15.66
H -10.28 -11.01 15.13
O 1.63 3.71 19.05
H 1.47 2.77 19.17
H 1.81 4.03 19.94
O -12.02 -7.79 10.58
H -12.18 -6.85 10.59
H -11.25 -7.91 11.12
O 5.13 -1.59 13.47
H 4.33 -1.41 13.96
H 5.25 -0.82 12.92
O -5.15 -1.91 8.26
H -5.62 -1.62 9.05
H -4.23 -1.94 8.53
O -7.79 -10.21 8.04
H -7.22 -9.84 8.72
H -7.84 -11.14 8.25
O 1.29 -5.78 11.29
H 1.11 -6.25 12.11
H 1.24 -4.85 11.54
O -9.89 -0.58 16.00
H -10.30 0.20 15.64
H -9.04 -0.28 16.33
O -5.47 -6.78 19.33
H -6.27 -6.40 19.70
H -5.57 -6.65 18.38
O -10.70 -6.95 5.30
H -10.29 -7.40 6.03
H -10.52 -6.02 5.46
O -4.85 -12.11 14.73
H -5.11 -11.49 15.41
H -4.09 -12.57 15.08
O -2.86 -7.78 9.77
H -3.12 -7.85 8.85
H -2.29 -7.01 9.79
*
```


c.
A molecular structure, C4H28BO22, computed with wB97M-V/def2-TZVPD.

- Kohn-Sham gap (Ha) = 0.310

Structure (ORCA input):
```
! RIJCOSX wB97M-V def2-TZVPD def2/J DEFGRID3
* xyz -1 1
O -1.93 -3.36 0.79
C -1.24 -2.36 0.87
O -0.08 -2.34 1.42
B 0.51 -1.05 1.02
O -0.47 -0.42 0.22
C -1.44 -1.18 0.14
O -2.42 -1.06 -0.57
O 1.70 -1.24 0.20
C 2.51 -0.43 0.62
O 3.65 -0.30 0.13
C 2.04 0.19 1.86
O 0.88 -0.13 2.07
O 2.42 1.34 2.20
O 3.93 -0.55 -2.74
H 3.99 -0.51 -1.78
H 4.46 -1.29 -3.08
O -3.24 1.58 -0.46
H -3.81 1.68 0.35
H -3.10 0.67 -0.68
O -1.15 -3.58 -2.46
H -1.57 -3.97 -1.69
H -1.48 -4.09 -3.24
O 0.94 1.90 4.54
H 1.60 1.63 3.91
H 0.14 1.61 4.09
O -5.19 -2.08 -2.13
H -5.04 -2.25 -3.04
H -4.50 -2.70 -1.78
O -3.58 -4.34 -0.93
H -4.26 -4.20 -0.29
H -2.94 -3.99 -0.32
O -1.01 -0.78 -2.99
H -1.72 -0.22 -3.24
H -1.38 -1.24 -2.26
O 1.10 2.89 0.19
H 0.29 2.73 0.73
H 1.78 2.92 0.84
O 1.40 -2.45 -2.25
H 0.53 -2.83 -2.24
H 1.52 -2.08 -1.39
O -3.45 0.31 -3.15
H -3.57 -0.66 -3.25
H -4.08 0.60 -2.51
O 3.59 3.99 1.50
H 3.91 4.89 1.56
H 3.49 3.72 2.42
O 4.96 2.20 0.06
H 4.52 2.77 0.71
H 4.78 1.28 0.24
O -1.22 2.44 1.41
H -1.22 1.70 1.99
H -1.94 2.32 0.82
O 2.47 4.22 3.90
H 1.78 4.67 3.40
H 2.12 3.43 4.27
*
```


Which is most stable, and by how much? a, by 72.8 kcal/mol.


a.
A molecular structure, C48H34BBr3KN9O2, computed with wB97M-V/def2-TZVPD.

- Kohn-Sham gap (Ha) = 0.184

Structure (ORCA input):
```
! RIJCOSX wB97M-V def2-TZVPD def2/J DEFGRID3
* xyz -2 1
K 0.19 -1.42 -0.40
C 3.11 2.53 4.14
C 2.27 3.52 3.62
C 1.65 3.37 2.39
C 1.91 2.21 1.68
C 1.44 1.70 0.37
N 0.62 2.40 -0.39
C 0.10 1.91 -1.53
C -0.73 2.73 -2.42
C -1.17 4.04 -2.38
C -1.97 4.50 -3.41
C -2.31 3.66 -4.48
C -1.87 2.35 -4.53
C -1.08 1.88 -3.48
C -0.45 0.59 -3.19
N -0.52 -0.44 -4.02
C 0.19 -1.56 -3.85
N 1.09 -1.84 -2.88
C 1.66 -3.02 -3.14
N 2.66 -3.63 -2.48
C 3.17 -3.14 -1.37
N 2.72 -2.09 -0.62
C 3.59 -1.88 0.37
N 3.57 -0.90 1.28
C 2.78 0.16 1.16
N 1.97 0.47 0.14
C 2.76 1.23 2.18
C 3.36 1.37 3.42
C 4.66 -2.90 0.35
C 5.75 -3.13 1.16
C 6.58 -4.20 0.84
C 6.32 -5.00 -0.27
C 5.22 -4.76 -1.09
C 4.39 -3.70 -0.76
C 1.07 -3.60 -4.36
C 1.28 -4.79 -5.04
C 0.52 -5.03 -6.17
C -0.43 -4.09 -6.62
C -0.63 -2.90 -5.94
C 0.13 -2.66 -4.80
N 0.21 0.67 -2.01
H 3.56 2.67 5.11
H 2.08 4.42 4.21
H 0.99 4.13 1.98
H -0.89 4.69 -1.55
H -2.33 5.52 -3.40
H -2.95 4.04 -5.27
H -2.14 1.69 -5.35
H 4.01 0.59 3.81
H 5.95 -2.50 2.02
H 7.44 -4.42 1.46
H 6.98 -5.83 -0.50
H 5.01 -5.37 -1.96
H 2.01 -5.51 -4.69
H 0.65 -5.95 -6.72
H -1.01 -4.31 -7.51
H -1.35 -2.17 -6.28
Br -3.11 -3.25 2.18
C 0.23 -4.33 2.98
Br 0.08 -2.25 2.89
H 0.91 -4.43 2.11
H 0.92 -4.35 3.85
Br -4.94 0.99 -2.76
C -3.98 -0.64 -2.70
C -4.10 -1.56 -3.73
C -3.36 -2.73 -3.63
C -2.55 -2.92 -2.53
N -2.44 -2.03 -1.55
C -3.13 -0.90 -1.64
H -4.74 -1.36 -4.58
H -3.40 -3.48 -4.42
H -1.95 -3.81 -2.43
H -3.02 -0.18 -0.83
C -2.06 5.28 4.01
C -2.28 3.95 4.74
C -3.64 4.01 5.45
C -1.17 3.80 5.78
C -2.23 2.75 3.78
C -2.01 2.90 2.42
C -1.92 1.79 1.56
C -2.04 0.55 2.11
O -1.96 -0.67 1.50
B -2.06 -1.64 2.58
O -2.41 -0.93 3.78
C -2.29 0.39 3.48
C -2.39 1.46 4.32
H -2.10 6.10 4.74
H -2.83 5.46 3.26
H -1.09 5.31 3.52
H -3.67 4.85 6.14
H -3.83 3.10 6.01
H -4.44 4.13 4.72
H -1.16 4.65 6.47
H -0.19 3.73 5.30
H -1.30 2.89 6.37
H -1.88 3.88 1.99
H -1.71 1.93 0.51
H -2.56 1.30 5.38
*
```


b.
A molecular structure, C48H34BBr3KN9O2, computed with wB97M-V/def2-TZVPD.

- Kohn-Sham gap (alpha / beta) (Ha) = 0.182 / 0.182

Structure (ORCA input):
```
! RIJCOSX wB97M-V def2-TZVPD def2/J DEFGRID3
* xyz -2 1
K -0.03 0.30 -0.08
C 4.42 -3.95 1.90
C 5.22 -3.33 0.94
C 4.65 -2.56 -0.07
C 3.27 -2.44 -0.10
C 2.34 -1.69 -0.97
N 2.74 -1.01 -2.03
C 1.92 -0.24 -2.77
C 2.32 0.34 -4.06
C 3.49 0.28 -4.81
C 3.53 0.97 -6.01
C 2.42 1.71 -6.46
C 1.26 1.77 -5.71
C 1.22 1.08 -4.50
C 0.19 0.94 -3.46
N -1.00 1.53 -3.51
C -1.97 1.31 -2.63
N -1.99 0.38 -1.64
C -3.16 0.44 -0.99
N -3.62 -0.39 -0.03
C -2.89 -1.34 0.52
N -1.55 -1.52 0.43
C -1.19 -2.63 1.09
N 0.03 -3.12 1.25
C 1.08 -2.67 0.55
N 1.07 -1.87 -0.52
C 2.48 -3.06 0.87
C 3.03 -3.82 1.88
C -2.39 -3.24 1.71
C -2.58 -4.38 2.48
C -3.88 -4.68 2.89
C -4.95 -3.86 2.53
C -4.76 -2.72 1.75
C -3.47 -2.42 1.35
C -3.98 1.51 -1.56
C -5.24 2.02 -1.25
C -5.73 3.07 -2.01
C -4.98 3.61 -3.06
C -3.72 3.11 -3.37
C -3.23 2.06 -2.61
N 0.67 0.15 -2.47
H 4.89 -4.53 2.69
H 6.29 -3.44 0.99
H 5.26 -2.06 -0.81
H 4.33 -0.30 -4.45
H 4.43 0.95 -6.61
H 2.49 2.24 -7.40
H 0.40 2.34 -6.05
H 2.40 -4.28 2.63
H -1.74 -5.00 2.75
H -4.06 -5.55 3.50
H -5.95 -4.11 2.86
H -5.58 -2.08 1.46
H -5.82 1.59 -0.44
H -6.71 3.49 -1.79
H -5.38 4.44 -3.64
H -3.13 3.52 -4.18
Br 1.18 3.47 2.84
C -0.53 0.46 4.12
Br 1.07 0.06 2.92
H -1.29 -0.03 3.50
H -0.29 -0.27 4.92
Br 2.39 4.63 -3.43
C 0.94 4.30 -2.26
C -0.20 5.08 -2.31
C -1.22 4.78 -1.42
C -1.06 3.72 -0.55
N 0.04 2.97 -0.51
C 1.02 3.25 -1.35
H -0.28 5.89 -3.02
H -2.15 5.34 -1.43
H -1.85 3.45 0.15
H 1.91 2.64 -1.30
C 8.59 -0.62 0.63
C 8.03 0.25 1.75
C 8.87 1.52 1.86
C 8.16 -0.54 3.06
C 6.56 0.62 1.49
C 6.04 0.64 0.21
C 4.70 0.98 -0.05
C 3.91 1.31 1.03
O 2.59 1.64 1.04
B 2.27 1.86 2.44
O 3.49 1.73 3.20
C 4.43 1.33 2.32
C 5.74 0.99 2.57
H 9.60 -0.95 0.89
H 8.66 -0.08 -0.31
H 7.97 -1.51 0.46
H 9.91 1.29 2.08
H 8.49 2.17 2.66
H 8.83 2.09 0.93
H 9.18 -0.92 3.17
H 7.47 -1.39 3.08
H 7.95 0.07 3.94
H 6.65 0.36 -0.63
H 4.29 0.94 -1.05
H 6.10 1.01 3.59
*
```


Which is most stable, and by how much? a, by 11.0 kcal/mol.


a.
2 unconnected molecules or ions with the total composition C9H14O, computed with wB97M-V/def2-TZVPD.

- Kohn-Sham gap (alpha / beta) (Ha) = 0.389 / 0.251

Structure (ORCA input):
```
! RIJCOSX wB97M-V def2-TZVPD def2/J DEFGRID3
* xyz 1 2
C 2.57 -0.44 1.45
C 2.65 -1.95 1.09
H 3.24 0.12 0.71
H 1.57 0.01 1.36
H 2.84 -0.29 2.53
H 1.89 -2.27 0.37
H 2.52 -2.48 2.07
H 3.61 -2.24 0.70
C -3.25 1.70 0.27
C -0.80 -1.00 -0.54
C 0.07 -0.27 -1.40
C -1.89 -0.37 -0.10
C -2.10 1.05 -0.27
C -0.11 1.04 -1.69
C -1.29 1.68 -1.14
O 1.16 -0.98 -1.71
H -0.58 -1.91 0.00
H -2.52 -0.89 0.70
H 0.61 1.41 -2.39
H 1.95 -0.38 -1.77
H -2.99 2.79 0.51
H -3.59 1.29 1.27
H -1.48 2.71 -1.51
H -4.06 1.69 -0.51
*
```


b.
2 unconnected molecules or ions with the total composition C9H14O, computed with wB97M-V/def2-TZVPD.

- Kohn-Sham gap (alpha / beta) (Ha) = 0.372 / 0.256

Structure (ORCA input):
```
! RIJCOSX wB97M-V def2-TZVPD def2/J DEFGRID3
* xyz 1 2
C 1.98 -1.14 0.28
C 3.34 -0.72 -0.29
H 1.10 -0.69 -0.15
H 1.88 -2.23 0.34
H 1.94 -0.94 1.35
H 3.96 -1.59 -0.53
H 3.79 0.02 0.36
H 3.27 -0.30 -1.30
C -2.62 -1.48 -0.62
C -0.90 0.26 -1.22
C -1.68 -0.39 -0.22
C -0.28 1.44 -0.93
C -1.76 0.10 1.12
C -0.44 1.99 0.38
C -1.13 1.28 1.37
O 0.28 3.05 0.61
H -0.82 -0.12 -2.23
H 0.33 1.92 -1.69
H -2.66 -1.70 -1.69
H -3.62 -1.23 -0.32
H -2.37 -0.45 1.82
H -1.23 1.68 2.36
H -0.12 3.62 1.30
H -2.24 -2.37 -0.11
*
```


Which is most stable, and by how much? b, by 17.9 kcal/mol.


a.
3 unconnected molecules or ions with the total composition C4H16N2O2, computed with wB97M-V/def2-TZVPD.

- Kohn-Sham gap (Ha) = 0.350

Structure (ORCA input):
```
! RIJCOSX wB97M-V def2-TZVPD def2/J DEFGRID3
* xyz 0 1
C -1.53 -1.41 -1.65
C -0.12 -1.65 -1.21
N 0.55 -0.65 -0.19
C 0.01 0.68 -0.44
C 1.07 1.74 -0.41
N 1.68 2.00 0.90
H -2.06 -0.72 -1.16
H -1.66 -1.32 -2.72
H -2.16 -2.41 -1.44
H 0.00 -2.75 -0.99
H 0.45 -1.67 -2.26
H 1.57 -0.70 -0.35
H -0.68 0.59 -1.36
H -0.54 0.75 0.50
H 0.68 2.74 -0.84
H 1.97 1.38 -1.06
H 2.73 2.24 0.74
H 1.89 1.35 1.61
O -0.33 -2.04 1.47
H -0.80 -1.45 0.77
H -0.98 -2.45 2.02
O -0.96 2.01 2.94
H -0.71 1.26 2.26
H -0.05 2.46 2.89
*
```


b.
3 unconnected molecules or ions with the total composition C4H16N2O2, computed with wB97M-V/def2-TZVPD.

- Kohn-Sham gap (Ha) = 0.361

Structure (ORCA input):
```
! RIJCOSX wB97M-V def2-TZVPD def2/J DEFGRID3
* xyz 0 1
C 2.61 0.11 -0.33
N 1.13 0.07 0.18
C 0.27 -0.79 -0.74
C -1.00 -1.22 -0.02
C -2.09 -0.14 -0.30
N -2.49 0.12 -1.73
H 3.00 -0.86 -0.28
H 2.73 0.62 -1.30
H 3.03 0.93 0.33
H 0.78 1.03 0.15
H 0.83 -1.70 -0.95
H 0.02 -0.25 -1.71
H -0.91 -1.27 1.17
H -1.40 -2.21 -0.40
H -1.78 0.89 0.11
H -2.97 -0.51 0.27
H -1.77 0.36 -2.33
H -2.94 -0.69 -2.05
O 1.28 -1.23 2.96
H 1.74 -0.53 2.46
H 1.18 -1.93 2.39
O -0.47 3.23 0.40
H -1.16 2.95 0.88
H 0.37 3.02 0.80
*
```


Which is most stable, and by how much? b, by 47.7 kcal/mol.